A:
Density functional theory data (wB97M-V/def2-TZVPD) for the ion C4H8N2 with charge +2.

The calculation puts the frontier orbital gap (spin up / spin down) at 8.8677 / 8.9623 eV. The multiplicity is 1. Its net charge is +2. The lowest unoccupied orbital energy (spin up / spin down) is -12.5 / -12.6 eV.

Last column: natural (NBO) charge in e.
Cartesian coordinates (Å):
N 2.04232 0.61184 0.07753  -0.70
N -0.59994 1.37692 -0.03128  0.03
C -0.07363 -0.61561 0.19264  0.59
C -2.53477 -0.23966 -0.06436  -0.70
C 1.34845 -0.61893 -0.03420  -0.47
C -1.24881 0.30768 0.14080  0.11
H 2.26144 1.08611 -0.80718  0.49
H 1.27306 -1.09486 -0.94772  0.36
H -2.38022 -1.23647 -0.65819  0.30
H -3.25953 0.39351 -0.54549  0.31
H 1.28717 1.21032 0.62771  0.49
H 2.93311 0.72366 0.63648  0.50
H 1.86433 -1.40288 0.53695  0.36
H -2.91296 -0.50163 0.87629  0.31

=====

B:
Density functional theory data (wB97M-V/def2-TZVPD) for a cluster of 2 separate species, C4H8N2 in total.

The calculation puts the frontier orbital gap at 11.6224 eV. The multiplicity is 1. Its net charge is +2. The lowest unoccupied orbital energy is -9.4 eV.

Last column: natural (NBO) charge in e.
Cartesian coordinates (Å):
N 2.23060 -0.48881 0.47115  -0.42
N -1.03700 -0.29471 -0.07373  -0.16
C -0.33539 0.62105 -0.05479  0.61
C -1.90757 -1.35236 -0.11442  -0.48
C 2.97434 -0.78908 -0.33490  0.56
C 0.28889 1.88277 -0.03477  -0.78
H 1.18889 1.93946 -0.64667  0.30
H -2.57430 -1.23808 -0.97886  0.29
H -0.43292 2.59741 -0.45950  0.35
H 3.63047 -1.04835 -1.15561  0.34
H 1.76121 -0.30943 1.35282  0.52
H -1.37269 -2.30050 -0.20409  0.28
H -2.50937 -1.36172 0.80050  0.29
H 0.50509 2.21862 0.98295  0.31

=====

C:
Density functional theory data (wB97M-V/def2-TZVPD) for the ion C4H8N2 with charge +2.

The calculation puts the frontier orbital gap at 11.6397 eV. The multiplicity is 1. Its net charge is +2. The lowest unoccupied orbital energy is -9.5 eV. Its SMILES is CC1=[N+]=C1C[NH3+].

Last column: natural (NBO) charge in e.
Cartesian coordinates (Å):
N 2.47799 -0.39884 0.03065  -0.70
N -0.63305 -1.34423 -0.15650  -0.10
C -1.41681 -0.23318 -0.06930  0.48
C 1.25666 0.50840 -0.02159  -0.33
C -2.83823 0.17811 0.00834  -0.74
C -0.03858 -0.19396 -0.04393  0.28
H 1.37366 1.32857 -0.92659  0.35
H 2.37931 -0.76890 0.99237  0.47
H -3.00495 1.16732 -0.47875  0.32
H 3.39935 0.22278 -0.15375  0.51
H -3.01311 0.14621 1.09566  0.33
H 2.52363 -1.11894 -0.72420  0.48
H -3.65093 -0.57195 -0.46415  0.34
H 1.18506 1.07859 0.91174  0.31

=====

The structure with the greatest stability is B.

=====

A:
Density functional theory data (wB97M-V/def2-TZVPD) for the molecule C7H8O4.

The calculation puts the frontier orbital gap at 10.3639 eV. The multiplicity is 1. The lowest unoccupied orbital energy is 0.3 eV. Its SMILES is COC(=O)C[C@@H]1C=CC(=O)O1.

Last column: natural (NBO) charge in e.
Cartesian coordinates (Å):
O 0.37250 1.05072 -1.56673  -0.50
O -0.89278 -1.16484 0.19567  -0.48
O 2.39505 0.10563 -1.41469  -0.60
O -1.94815 -3.06696 0.85011  -0.58
C 0.86897 0.22910 0.53497  -0.51
C -0.83984 -0.05261 2.15497  -0.17
C 0.69541 1.27558 -2.97785  -0.24
C -1.43793 -1.97683 1.09420  0.73
C 1.30626 0.41756 -0.93080  0.80
C -0.50811 0.14516 0.84595  -0.03
C -1.43359 -1.27382 2.47825  -0.29
H -0.52606 0.63833 3.16487  0.25
H -1.01344 0.80079 0.32449  0.24
H 1.76221 -0.50300 0.87876  0.28
H 1.43584 1.89324 -3.14272  0.19
H -0.03409 1.63071 -3.60490  0.20
H 0.62961 0.45429 -3.38667  0.19
H 1.32467 1.20364 1.07759  0.25
H -2.15654 -1.80669 3.42453  0.28

=====

B:
Density functional theory data (wB97M-V/def2-TZVPD) for the molecule C7H8O4.

The calculation puts the frontier orbital gap at 10.6114 eV. The multiplicity is 1. The lowest unoccupied orbital energy is 0.4 eV. Its SMILES is C=C1C(=O)OC[C@@H]1OC(C)=O.

Last column: natural (NBO) charge in e.
Cartesian coordinates (Å):
O 1.99618 -1.46448 -0.37457  -0.59
O -2.07769 -1.62733 0.19477  -0.47
O -3.81767 -0.23230 0.40052  -0.58
O 0.81868 0.39082 -0.21951  -0.50
C -0.36530 -0.26447 -0.67148  0.04
C -0.66516 -1.62565 -0.01858  -0.07
C 2.94489 0.50405 0.63472  -0.70
C -1.61014 0.61602 -0.21347  -0.16
C 1.93272 -0.30444 -0.03424  0.78
C -1.77825 1.85921 -0.25739  -0.30
C -2.62712 -0.44533 0.11960  0.75
H 3.46553 1.46486 -0.01197  0.24
H -0.44058 -2.40307 -0.67339  0.22
H -2.77006 2.12401 -0.05819  0.23
H 2.66522 0.77891 1.53789  0.23
H 3.90194 0.01604 0.75926  0.24
H -0.19621 -1.48723 1.10496  0.19
H -0.44574 -0.56267 -1.76654  0.21
H -0.93125 2.66305 -0.45234  0.23

=====

The structure with the greatest stability is B.